Arrangement w

A single C2H5N3O molecule, computed with ωB97M-V/def2-TZVPD.

ORCA input file:
```
! wB97M-V def2-TZVPD RIJCOSX def2/J DEFGRID3
* xyz 0 1
N -1.59665 -0.65319 0.44842
N -0.40620 -1.27106 0.03595
C 0.77372 -0.50774 0.11433
N 1.87911 -0.11108 0.46908
C 0.87530 0.62202 -0.72806
O 0.48634 1.86972 -0.26226
H -1.39372 0.16879 1.02844
H -2.12637 -0.36490 -0.37614
H -0.28090 -2.21260 0.41249
H 0.97877 0.50832 -1.79869
H 0.81060 1.95172 0.65645
*
```

## Properties
SMILES: NNC1=N[C@@H]1O
Kohn-Sham gap: 9.4 eV
M: 87.08 g/mol
HOMO: -8.4998 eV



Arrangement x

A single C2H5N3O molecule, computed with ωB97M-V/def2-TZVPD.

ORCA input file:
```
! wB97M-V def2-TZVPD RIJCOSX def2/J DEFGRID3
* xyz 0 1
H -2.24672 -1.18310 -0.35308
N -1.98950 -0.22437 -0.14686
C -0.74522 -0.03554 -0.06638
C 0.44048 -0.96197 -0.21689
O 1.60858 -0.16794 -0.19484
N 1.16482 1.24595 0.29225
N -0.20732 1.22713 0.12867
H 0.41212 -1.58517 -1.10968
H 0.80701 -1.43491 0.74562
H 1.35888 1.11041 1.29436
H -0.60314 2.00951 -0.37317
*
```

## Properties
SMILES: [H]/N=C1\CONN1
Kohn-Sham gap: 10.3 eV
M: 87.08 g/mol
HOMO: -9.3456 eV



Ranked by calculated energy, most stable first: arrangement x, arrangement w.